C5H10O | ωB97M-V/def2-TZVPD

XYZ file:
```
16
Properties=species:S:1:pos:R:3
C 2.3364 -0.3010 -0.5970
C 1.0564 0.0833 0.2274
O 0.9223 1.2595 0.4655
C -0.4978 -0.3077 0.0977
C -1.3300 0.6298 -0.8413
C -1.1851 -0.3832 1.4621
H 3.2207 -0.7447 -0.1160
H 2.0420 -0.9735 -1.4053
H 2.6527 0.6564 -1.0427
H -0.4360 -1.2576 -0.3946
H -0.8073 0.8433 -1.7783
H -1.6148 1.5947 -0.3953
H -2.2672 0.1081 -1.0977
H -1.2284 0.5966 1.9589
H -0.6445 -1.0720 2.1133
H -2.2194 -0.7320 1.3431
```

LUMO level: 0.8 eV
spin multiplicity: 1
energy relative to the best compared isomer or geometry (same formula, charge and spin): 38.9 kcal/mol
highest occupied orbital energy: -8.94 eV
total charge: 0
SMILES: CC(=O)C(C)C

C5H10O | ωB97M-V/def2-TZVPD

XYZ file:
```
16
Properties=species:S:1:pos:R:3
C 2.6143 -0.4477 -0.0149
O 1.3683 -0.0975 -0.5459
C 0.3919 0.1182 0.4540
C -0.8783 0.7450 -0.0433
C -2.2308 0.3296 0.3325
C -1.6339 -0.2641 -0.8735
H 2.5816 -1.3899 0.5338
H 3.3272 -0.5658 -0.8280
H 2.9899 0.3171 0.6652
H 0.2021 -0.8264 0.9792
H 0.7650 0.8357 1.1687
H -0.7791 1.7299 -0.4935
H -2.9903 1.0694 0.1733
H -2.3584 -0.3297 1.1641
H -1.3936 -1.3236 -0.8567
H -1.9759 0.0997 -1.8149
```

LUMO level: 1.2 eV
spin multiplicity: 1
energy relative to the best compared isomer or geometry (same formula, charge and spin): 43.4 kcal/mol
highest occupied orbital energy: -9.71 eV
total charge: 0
SMILES: COCC1CC1

C5H10O | ωB97M-V/def2-TZVPD

XYZ file:
```
16
Properties=species:S:1:pos:R:3
C -0.4737 0.1319 1.8327
C -1.3897 0.1695 -0.1219
C -0.5148 1.0947 0.5681
C 0.2016 -0.3752 -1.7742
C 1.5580 -0.5768 -1.1438
O -0.9779 -0.6177 -1.0031
H -1.3958 -0.4309 2.0871
H 0.2895 -0.6361 1.6636
H -0.2535 0.7663 2.6730
H -2.4104 0.0748 0.2292
H -0.9498 2.0882 0.7498
H 0.4807 1.2079 0.1274
H 0.0462 -1.0517 -2.6015
H 2.2275 -0.7716 -1.9905
H 2.0021 0.2825 -0.6144
H 1.6486 -1.4479 -0.4696
```

LUMO level (spin up / spin down): 0.5 / 0.9 eV
spin multiplicity: 1
energy relative to the best compared isomer or geometry (same formula, charge and spin): 112.0 kcal/mol
highest occupied orbital energy (spin up / spin down): -6.11 / -6.67 eV
total charge: 0

C5H10O | ωB97M-V/def2-TZVPD

XYZ file:
```
16
Properties=species:S:1:pos:R:3
O -2.4379 -0.2050 -0.2947
C -1.1841 -0.2799 -0.7535
C -0.2560 -1.3057 -0.3656
C 1.0296 -0.8638 0.2819
C 1.3520 0.5831 0.0767
C 0.2188 1.3868 0.7573
H -2.5429 -0.8382 0.4304
H -0.9551 0.4941 -1.4745
H -0.7365 -2.1958 0.0686
H 0.0482 -1.5913 -1.4020
H 1.8538 -1.5748 0.1913
H -0.4553 0.6438 1.2035
H 2.3162 0.8211 0.5412
H 1.4722 0.8879 -0.9846
H 0.6091 1.9509 1.6048
H -0.3319 2.0868 0.1191
```

LUMO level (spin up / spin down): 0.9 / 0.5 eV
spin multiplicity: 1
energy relative to the best compared isomer or geometry (same formula, charge and spin): 100.2 kcal/mol
highest occupied orbital energy (spin up / spin down): -7.71 / -6.37 eV
total charge: 0

C5H10O | ωB97M-V/def2-TZVPD

XYZ file:
```
16
Properties=species:S:1:pos:R:3
C 1.0728 0.3942 1.1647
C 0.2589 1.3710 0.3119
C -0.8678 0.5132 -0.2392
C -0.7144 -0.2022 -1.5475
C -0.6577 -1.0399 -0.3204
O 0.5392 -1.8815 -0.2360
H 0.4702 0.1605 2.0545
H 2.0546 0.7470 1.4592
H 1.2307 -0.5537 0.6080
H -0.1225 2.2185 0.9040
H 0.8501 1.8213 -0.4958
H -1.8895 0.8483 -0.0069
H -1.5391 -0.3400 -2.2360
H 0.2545 -0.0327 -2.0176
H -1.5118 -1.6064 0.0188
H 0.5718 -2.4177 0.5784
```

LUMO level: 0.9 eV
spin multiplicity: 1
energy relative to the best compared isomer or geometry (same formula, charge and spin): 53.1 kcal/mol
highest occupied orbital energy: -9.29 eV
total charge: 0
SMILES: CC[C@H]1C[C@H]1O

C5H10O | ωB97M-V/def2-TZVPD

XYZ file:
```
16
Properties=species:S:1:pos:R:3
C -1.7646 1.3547 0.5046
C -0.4295 0.7469 0.9288
C -0.0496 -0.5181 0.1670
C 0.6071 -0.4056 -1.2092
C 1.7280 -1.3298 -0.5336
O 1.1539 -1.0799 0.7379
H -1.7529 1.6453 -0.5519
H -2.5852 0.6418 0.6459
H -1.9994 2.2492 1.0927
H 0.3806 1.4825 0.8363
H -0.4662 0.4659 1.9909
H -0.8803 -1.2359 0.2230
H 0.9602 0.6084 -1.4173
H 0.6338 -1.1753 -1.9399
H 2.7585 -1.0136 -0.7217
H 1.7055 -2.4367 -0.7535
```

LUMO level: 1.2 eV
spin multiplicity: 1
energy relative to the best compared isomer or geometry (same formula, charge and spin): 54.5 kcal/mol
highest occupied orbital energy: -9.59 eV
total charge: 0
SMILES: CC[C@H]1CCO1

C5H10O | ωB97M-V/def2-TZVPD

XYZ file:
```
16
Properties=species:S:1:pos:R:3
C -2.3715 -0.3040 0.4084
C -1.9219 -1.1523 -0.5071
O -0.7784 -0.9983 -1.2286
C 0.4354 -0.6563 -0.5517
C 0.6070 0.7196 0.1175
C 2.0970 0.9984 0.3468
H -1.8619 0.6314 0.5743
H -3.2651 -0.5173 0.9783
H -2.4923 -2.0323 -0.7944
H 1.1731 -0.7307 -1.3552
H 0.6508 -1.4363 0.1927
H 0.1046 0.7500 1.0906
H 0.1678 1.5104 -0.5030
H 2.2451 1.9639 0.8405
H 2.5542 0.2332 0.9862
H 2.6562 1.0206 -0.5953
```

LUMO level: 1.1 eV
spin multiplicity: 1
energy relative to the best compared isomer or geometry (same formula, charge and spin): 32.5 kcal/mol
highest occupied orbital energy: -9.06 eV
total charge: 0
SMILES: C=COCCC

C5H10O | ωB97M-V/def2-TZVPD

XYZ file:
```
16
Properties=species:S:1:pos:R:3
O 0.4227 1.1718 1.3051
C -0.6439 0.3426 0.8171
C -0.8387 0.7139 -0.6463
C 0.5567 0.3557 -1.1705
C 0.8656 -0.9953 -0.4690
C -0.0792 -1.0659 0.7592
H 0.0030 1.7670 1.9182
H -1.5488 0.4304 1.4375
H -1.1299 1.7623 -0.7735
H -1.6063 0.0776 -1.1061
H 1.2557 1.1210 -0.8212
H 0.6209 0.3086 -2.2591
H 1.9119 -1.0580 -0.1591
H 0.6652 -1.8280 -1.1474
H 0.4281 -1.3064 1.6990
H -0.8832 -1.7974 0.6161
```

LUMO level: 0.9 eV
spin multiplicity: 1
energy relative to the best compared isomer or geometry (same formula, charge and spin): 7.0 kcal/mol
highest occupied orbital energy: -10.18 eV
total charge: 0
SMILES: OC1CCCC1

- Which value of total charge does entry 2 give?
  0

- What is the formula in the sixth record?
  C5H10O